No. 1
C40H76BN4O14V | wB97M-V/def2-TZVPD

```
136
Properties=species:S:1:pos:R:3
O -0.8217 3.8854 0.0331
V -1.0931 2.7002 -0.9579
O -2.0221 1.6807 -0.2333
O 9.6643 -4.4264 -0.8638
C 8.4414 -4.3214 -0.7155
O 7.6131 -3.5195 -1.3380
B 6.2502 -3.6313 -0.8535
O 6.3541 -4.7009 0.1602
C 7.5795 -5.1294 0.2554
O 7.9801 -6.0134 0.9504
O 5.3890 -4.0571 -1.9566
C 4.3969 -3.3191 -2.0290
O 3.4904 -3.4822 -2.7998
C 4.5189 -2.1635 -0.9886
O 5.6672 -2.3803 -0.3781
O 3.6591 -1.2731 -0.7858
C -3.6563 -5.5629 1.7696
C -2.8399 -6.6014 1.0423
C -2.8513 -7.9470 1.8223
C -4.1407 -8.8454 1.6993
C -4.3190 -8.9598 0.1114
C -4.4549 -7.5712 -0.7023
N -3.2950 -6.7298 -0.3971
O -3.1151 -5.6768 -1.1487
C -4.4556 -7.9483 -2.2354
C -5.7908 -6.9262 -0.3651
C -1.3461 -6.1499 1.0397
H -4.5166 -5.9762 2.2959
H -3.9217 -4.6737 1.1976
H -3.0141 -5.1180 2.5297
H -1.9705 -8.5324 1.5585
H -2.7833 -7.8315 2.9041
H -5.0154 -8.3590 2.1310
H -3.9975 -9.7816 2.2387
H -5.2423 -9.4954 -0.1093
H -3.5699 -9.6099 -0.3406
H -5.3056 -8.6096 -2.4032
H -4.6151 -7.0276 -2.7967
H -3.5205 -8.4702 -2.4386
H -5.9155 -6.7456 0.7026
H -5.9155 -6.0490 -1.0000
H -6.5850 -7.6452 -0.5657
H -0.9087 -6.2059 2.0365
H -1.1025 -5.1005 0.8735
H -0.7986 -6.8502 0.4088
H -2.3912 -5.9092 -1.7348
C -6.0225 5.3158 -5.6163
C -5.5745 4.2942 -4.5001
C -6.7866 3.4433 -4.0335
C -7.1261 2.4417 -5.1186
C -5.9698 1.5261 -5.3007
C -4.6515 2.2069 -5.7766
N -4.4081 3.3897 -4.8121
O -3.3548 4.2038 -5.1350
C -3.4227 1.2213 -5.7014
C -4.7857 2.4649 -7.2801
C -5.2093 5.0767 -3.2457
H -6.6889 4.9267 -6.3862
H -5.2781 5.9298 -6.1232
H -6.7166 6.0705 -5.2466
H -6.5812 2.8974 -3.1127
H -7.7029 4.0190 -3.9024
H -7.4097 2.9354 -6.0481
H -7.9901 1.9257 -4.6999
H -6.3008 0.8240 -6.0660
H -5.8109 0.9649 -4.3798
H -2.6082 1.7109 -6.2352
H -3.1153 0.9207 -4.6998
H -3.6451 0.2853 -6.2140
H -4.8013 1.6035 -7.9478
H -5.7443 2.9231 -7.5232
H -3.8765 3.0334 -7.4759
H -5.3386 4.4506 -2.3629
H -6.0038 5.7853 -3.0118
H -4.3166 5.7022 -3.2376
H -3.8913 4.7875 -5.6763
C -0.6180 3.3348 7.2305
C -0.0294 2.1218 7.9504
C 1.3227 2.4747 8.6962
C 1.8717 1.4194 9.6166
C 0.7968 1.0477 10.6332
C -0.6246 0.7218 10.1276
N -0.9626 1.6173 9.0408
O -2.2922 1.3232 8.5390
C -0.5647 -0.7915 9.7122
C -1.6677 0.9754 11.2941
C 0.3508 1.0551 6.8865
H -0.9482 4.0104 8.0196
H -1.5412 3.0890 6.7059
H 0.0944 3.7956 6.5462
H 2.1064 2.7164 7.9783
H 1.0818 3.3726 9.2653
H 2.6740 1.7799 10.2603
H 2.3572 0.5372 9.1995
H 0.7634 1.7594 11.4581
H 1.1879 0.1429 11.0983
H -0.3248 -1.3943 10.5880
H -1.3553 -1.2917 9.1529
H 0.3356 -1.0576 9.1583
H -1.2204 0.4975 12.1657
H -1.7137 2.0405 11.5207
H -2.6499 0.5400 11.1102
H 0.8799 1.5371 6.0645
H -0.5718 0.6284 6.4928
H 0.9437 0.2278 7.2766
H -2.1611 0.4551 8.1507
C 5.9679 4.5115 -1.1746
C 6.5769 4.4868 -2.5732
C 7.7398 3.4966 -2.3683
C 8.3514 3.0017 -3.7082
C 7.2214 2.5895 -4.6255
C 6.1093 3.5760 -4.9220
N 5.6141 4.0720 -3.5790
O 4.4049 4.7033 -3.6763
C 6.6956 4.6358 -5.8444
C 4.9874 2.8553 -5.7526
C 7.2180 5.9330 -2.7699
H 6.6258 4.7821 -0.3487
H 5.4171 3.6124 -0.8981
H 5.1647 5.2482 -1.1860
H 8.5457 3.9796 -1.8157
H 7.3963 2.5803 -1.8883
H 8.9714 2.1256 -3.5185
H 8.9281 3.8181 -4.1430
H 6.7623 1.7112 -4.1718
H 7.6821 2.2356 -5.5478
H 6.0726 5.5177 -5.9937
H 7.5180 5.0892 -5.2911
H 7.0659 4.1577 -6.7512
H 5.4459 2.3409 -6.5971
H 4.4919 2.0885 -5.1571
H 4.2209 3.5751 -6.0397
H 6.3652 6.5528 -3.0467
H 8.0245 5.8896 -3.5019
H 7.5929 6.3649 -1.8419
H 4.7201 5.5640 -3.9617
```

LUMO level: -6.4 eV
HOMO: -7.75 eV
Kohn-Sham gap: 1.38 eV

***

No. 2
C40H79N3O16S4 | wB97M-V/def2-TZVPD

```
142
Properties=species:S:1:pos:R:3
C 16.7592 18.7864 17.7141
C 16.2455 18.3052 16.3624
O 14.7955 18.2632 16.3775
S 14.2347 18.1573 14.8684
C 12.6435 17.6027 15.3667
O 14.1271 19.4781 14.3039
O 14.9158 17.1068 14.1434
H 17.8343 18.8873 17.6327
H 16.4450 18.0598 18.5007
H 16.3453 19.7262 17.9406
H 16.5248 18.9206 15.4706
H 16.7005 17.3231 16.1617
H 12.1168 18.4823 15.6693
H 12.7406 17.1089 16.3794
H 12.1818 17.1452 14.5286
C 17.2145 13.1422 19.0654
C 16.1964 12.8594 20.1631
O 16.5141 13.6163 21.3217
S 15.9062 13.1607 22.6937
C 17.2448 12.3725 23.4467
O 15.5864 14.3411 23.4030
O 14.9121 12.1941 22.4863
H 18.2426 12.7732 19.2804
H 17.3269 14.2095 18.8506
H 16.9191 12.7870 18.0956
H 15.1780 13.0593 19.8257
H 16.1917 11.7605 20.4297
H 17.5954 11.6173 22.7142
H 16.8299 12.0272 24.3927
H 18.0177 13.1455 23.5362
C 14.5412 14.4949 16.4463
C 14.7365 13.8040 15.1230
O 16.1550 13.4913 15.0888
S 16.7764 13.0457 13.6958
C 16.6192 14.3762 12.6399
O 18.1514 12.7862 13.9275
O 16.0232 11.9340 13.2120
H 14.8916 13.8336 17.2905
H 13.4685 14.6916 16.5822
H 15.0866 15.4650 16.5277
H 14.1166 12.9213 15.0586
H 14.5235 14.4528 14.2588
H 15.6924 14.4202 12.0832
H 17.4128 14.3100 11.9247
H 16.5490 15.2925 13.2698
C 19.6422 16.2360 12.3115
C 20.3066 15.4099 13.3899
O 20.6272 16.1860 14.6021
S 19.6565 16.0882 15.8645
C 20.0956 14.4936 16.5124
O 20.0269 17.1179 16.7836
O 18.2623 15.8876 15.4370
H 18.7191 16.7190 12.7570
H 19.2753 15.5664 11.5511
H 20.3479 17.0370 11.9301
H 19.7027 14.5767 13.6816
H 21.2684 15.1052 13.0046
H 19.6094 13.6494 15.9745
H 19.7590 14.4749 17.5214
H 21.1943 14.2482 16.4019
C 14.3291 10.3880 15.5958
C 12.9403 10.2488 15.4581
C 12.3871 10.7572 16.6168
N 13.3959 11.3090 17.3851
C 14.5613 10.9186 16.8444
H 15.0767 10.2407 14.8463
H 12.3905 9.7887 14.6729
H 11.3407 10.6602 16.9635
H 13.3524 11.6750 18.3258
H 15.4527 11.3055 17.2877
C 19.6467 13.0988 9.9005
C 18.3790 13.2294 9.3002
C 17.5158 12.4417 10.0115
N 18.2850 11.8330 11.0531
C 19.5906 12.2608 10.9691
H 20.5629 13.6659 9.6027
H 18.0020 13.8330 8.4409
H 16.4460 12.3739 9.8643
H 17.8828 11.1976 11.6979
H 20.4127 11.8986 11.5317
C 11.3011 10.9432 11.7002
C 11.9389 9.6865 11.2983
C 13.3005 9.8108 11.6271
N 13.5031 11.0058 12.2732
C 12.2825 11.7036 12.3231
H 10.3005 11.3001 11.4603
H 11.5435 8.8043 10.7846
H 14.1106 9.1081 11.5004
H 14.3769 11.2757 12.6533
H 12.1871 12.7447 12.5607
C 13.1389 15.9449 10.7267
C 13.0546 15.1953 9.3618
C 12.0751 14.1154 9.6486
O 11.2966 14.4716 10.7760
C 11.6413 15.8132 11.1280
H 13.4582 16.9857 10.5341
H 13.7365 15.4395 11.4908
H 14.0605 14.8690 9.0893
H 12.7371 15.9195 8.5706
H 12.5807 13.1484 9.8474
H 11.4192 14.0423 8.8122
H 11.4589 16.0369 12.1399
H 11.0927 16.6453 10.5855
C 7.7599 13.0751 14.2697
C 9.1301 12.4268 14.5072
C 9.6192 13.1671 15.6801
O 9.1211 14.4981 15.5733
C 7.9114 14.5037 14.6763
H 7.0090 12.7067 14.9527
H 7.4076 12.8888 13.2224
H 9.8047 12.7119 13.7603
H 9.1435 11.2707 14.5752
H 10.7361 13.2424 15.8088
H 9.1733 12.7149 16.7078
H 8.0299 15.2061 13.8816
H 7.0322 14.8753 15.2632
C 11.8879 17.5048 19.3715
C 10.3617 17.1157 19.1939
C 10.4971 16.0267 18.0580
O 11.7163 15.3282 18.3727
C 12.5949 16.1267 19.1815
H 12.1737 18.0470 20.3354
H 12.1559 18.1744 18.5769
H 9.7956 17.9569 18.7866
H 9.8202 16.7669 20.0775
H 10.6151 16.4079 16.9898
H 9.6066 15.3874 18.0954
H 13.5038 16.2794 18.5394
H 12.8144 15.5255 20.0614
C 11.6945 10.8780 21.8072
C 10.6706 11.8509 21.2627
C 11.3257 12.4928 19.9608
O 12.7012 12.0799 20.0428
C 12.7846 10.7551 20.6986
H 11.2753 9.8946 22.0143
H 12.0604 11.2007 22.7336
H 10.4793 12.6474 21.9729
H 9.7077 11.3534 21.1026
H 11.2142 13.5221 19.8915
H 10.8943 12.0289 19.0476
H 13.7749 10.6185 20.9963
H 12.5184 10.0060 19.9227
```

LUMO level: 0.4 eV
HOMO: -7.81 eV
ΔE to the lowest compared entry with this formula, charge and spin: 0.0 kJ/mol
Kohn-Sham gap: 8.17 eV

***

Which formula does entry 1 have?
C40H76BN4O14V